This record from the OMol25 dataset describes a cluster of 2 separate species, C2H3ClFNO2 in total at a distorted geometry. The level of theory is ωB97M-V with the def2-TZVPD basis set.

```
! wB97M-V def2-TZVPD RIJCOSX def2/J DEFGRID3
* xyz 0 1
C 0.838 1.458 -1.015
C -0.033 1.702 -0.076
F 0.110 1.579 1.232
Cl -1.627 2.234 -0.527
H 0.456 1.710 -1.909
H 1.763 0.811 -0.889
O -1.690 -0.975 -0.941
N -1.706 -1.244 0.192
O -2.806 -0.722 0.874
H -2.668 -0.930 1.740
*
```

Values from the calculation:
HOMO energy   -9.87 eV
Calculated total energy   -843.16070 Eh
Orbital gap   10.170 eV
Structure (SMILES)   C=C(F)Cl.O=NO
ΔE to the lowest compared entry with this formula, charge and spin   256.1 kJ/mol



This record from the OMol25 dataset describes a cluster of 2 separate species, C47H62N3O3 in total at a distorted geometry. The level of theory is ωB97M-V with the def2-TZVPD basis set.

```
! wB97M-V def2-TZVPD RIJCOSX def2/J DEFGRID3
* xyz 1 1
C -1.611 1.406 6.187
O -1.691 0.167 5.421
C -0.563 -0.551 5.437
C -0.449 -1.677 6.335
C 0.797 -2.044 6.924
C 0.924 -3.194 7.702
C -0.179 -4.021 7.975
C 0.025 -5.295 8.759
C -1.445 -3.572 7.547
C -1.587 -2.430 6.761
H -2.639 1.780 6.283
H -1.155 1.158 7.166
H -0.993 2.148 5.648
H 0.325 -0.003 5.075
H 1.626 -1.351 6.761
H 1.887 -3.412 8.184
H -0.905 -5.850 8.897
H 0.725 -5.945 8.222
H 0.460 -5.141 9.756
H -2.341 -4.102 7.900
H -2.575 -2.044 6.496
C 1.743 1.618 1.323
C 0.735 2.735 1.548
C 1.018 3.251 2.961
C 0.990 3.893 0.586
C -0.752 2.236 1.466
C -1.405 1.996 2.678
C -2.783 2.125 2.799
C -3.511 2.302 1.629
C -2.933 2.021 0.382
C -3.948 1.686 -0.755
C -3.422 0.697 -1.779
C -4.385 2.994 -1.418
C -5.193 1.005 -0.174
C -1.514 2.029 0.287
N -0.816 1.762 -0.949
C -0.874 2.593 -2.153
C -0.287 1.713 -3.218
N 0.360 0.615 -2.493
C 1.311 -0.170 -3.282
C 2.581 0.393 -3.656
C 3.209 1.762 -3.255
C 4.732 1.624 -3.088
C 2.677 2.266 -1.936
C 2.992 2.779 -4.386
C 3.385 -0.295 -4.561
C 3.120 -1.597 -4.939
C 1.908 -2.150 -4.565
C 0.919 -1.384 -3.934
C -0.528 -1.886 -4.200
C -0.530 -3.408 -4.355
C -1.046 -1.278 -5.515
C -1.458 -1.564 -3.059
C -0.091 0.613 -1.176
C 0.014 -0.362 -0.172
C 0.845 -1.516 -0.354
C 2.176 -1.421 -0.866
C 2.809 -2.546 -1.351
C 2.099 -3.768 -1.357
N 2.533 -4.802 -2.238
O 1.855 -5.859 -2.306
O 3.569 -4.614 -2.925
C 0.880 -3.930 -0.673
C 0.300 -2.813 -0.106
H 1.657 1.201 0.321
H 2.771 1.989 1.441
H 1.585 0.790 2.025
H 0.304 4.035 3.233
H 0.973 2.436 3.691
H 2.030 3.669 3.017
H 0.332 4.735 0.835
H 2.032 4.233 0.670
H 0.811 3.622 -0.455
H -0.838 1.756 3.574
H -3.265 2.108 3.781
H -4.572 2.540 1.708
H -2.991 -0.184 -1.291
H -4.231 0.348 -2.442
H -2.683 1.153 -2.436
H -4.954 3.599 -0.704
H -3.528 3.594 -1.739
H -5.015 2.800 -2.297
H -5.759 1.656 0.494
H -5.882 0.700 -0.971
H -4.914 0.104 0.382
H -1.900 2.912 -2.356
H -0.283 3.505 -2.003
H -1.050 1.286 -3.886
H 0.467 2.222 -3.821
H 5.247 1.503 -4.045
H 5.145 2.530 -2.630
H 4.991 0.774 -2.448
H 1.602 2.383 -1.971
H 2.922 1.571 -1.127
H 3.072 3.260 -1.686
H 1.936 2.954 -4.617
H 3.440 3.742 -4.108
H 3.479 2.430 -5.304
H 4.282 0.177 -4.954
H 3.833 -2.166 -5.532
H 1.731 -3.190 -4.838
H 0.005 -3.885 -3.523
H -1.554 -3.798 -4.367
H -0.060 -3.708 -5.297
H -1.050 -0.181 -5.493
H -0.410 -1.597 -6.350
H -2.069 -1.625 -5.712
H -1.582 -0.492 -2.967
H -2.452 -1.998 -3.226
H -1.062 -1.936 -2.107
H -0.613 -0.255 0.704
H 2.665 -0.445 -0.932
H 3.762 -2.489 -1.875
H 0.378 -4.893 -0.693
H -0.652 -2.851 0.421
*
```

Values from the calculation:
HOMO energy   -8.81 eV
Calculated total energy   -2217.64409 Eh
Orbital gap   2.710 eV
ΔE to the lowest compared entry with this formula, charge and spin   248.0 kJ/mol